{"formula": "C38H42N3O4PSSbW", "method": "wB97M-V/def2-TZVPD", "symbols": ["W", "O", "C", "O", "C", "C", "C", "C", "C", "N", "C", "O", "O", "H", "H", "H", "H", "C", "P", "C", "C", "C", "C", "C", "C", "C", "H", "H", "H", "H", "H", "H", "H", "H", "H", "H", "H", "C", "N", "C", "C", "S", "N", "C", "C", "H", "H", "H", "H", "H", "H", "H", "H", "H", "H", "H", "H", "C", "C", "C", "C", "C", "C", "Sb", "C", "C", "C", "C", "C", "C", "C", "C", "C", "C", "C", "C", "H", "H", "H", "H", "H", "H", "H", "H", "H", "H", "H", "H", "H", "H", "H"], "positions_angstrom": [[-0.107, 0.077, 0.350], [2.012, -0.054, 4.025], [1.598, -0.130, 2.804], [0.444, 0.149, 2.433], [2.560, -0.562, 1.769], [3.862, -0.973, 1.938], [4.572, -1.361, 0.795], [3.953, -1.332, -0.443], [2.627, -0.921, -0.511], [1.966, -0.533, 0.568], [1.760, -0.896, -1.748], [2.140, -1.193, -2.835], [0.523, -0.516, -1.422], [1.306, 0.217, 4.639], [4.306, -1.005, 2.924], [5.598, -1.694, 0.887], [4.456, -1.642, -1.350], [-3.573, -0.950, -0.834], [-2.298, 0.325, -0.848], [-2.308, 1.141, -2.446], [-2.550, 1.498, 0.480], [-2.308, 0.970, 1.763], [-2.231, 1.829, 2.867], [-2.401, 3.185, 2.689], [-2.657, 3.705, 1.415], [-2.709, 2.879, 0.312], [-3.695, -1.355, 0.171], [-3.290, -1.758, -1.511], [-4.516, -0.513, -1.164], [-3.314, 1.487, -2.688], [-1.992, 0.414, -3.197], [-1.607, 1.974, -2.452], [-2.372, -0.101, 1.940], [-2.088, 1.421, 3.859], [-2.371, 3.852, 3.541], [-2.821, 4.768, 1.296], [-2.889, 3.298, -0.669], [4.326, 2.557, 0.842], [2.891, 2.849, 0.774], [2.295, 3.389, 2.005], [2.151, 2.668, -0.330], [0.413, 2.460, -0.145], [2.682, 2.734, -1.542], [3.881, 3.535, -1.851], [1.964, 2.301, -2.750], [4.515, 2.045, 1.786], [4.936, 3.460, 0.822], [4.612, 1.904, 0.023], [3.105, 3.776, 2.618], [1.745, 2.631, 2.562], [1.614, 4.203, 1.771], [4.080, 4.241, -1.052], [3.662, 4.098, -2.756], [4.750, 2.906, -2.033], [1.184, 1.592, -2.503], [2.683, 1.841, -3.426], [1.520, 3.168, -3.240], [3.183, -4.310, 3.252], [3.052, -4.423, 1.872], [1.908, -3.955, 1.240], [0.883, -3.378, 1.993], [1.017, -3.274, 3.377], [2.166, -3.740, 4.005], [-0.785, -2.601, 0.974], [-1.009, -3.919, -0.620], [-1.109, -5.283, -0.338], [-1.249, -6.187, -1.380], [-1.284, -5.736, -2.693], [-1.171, -4.382, -2.976], [-1.032, -3.469, -1.939], [-2.428, -2.911, 2.236], [-3.449, -3.771, 1.837], [-4.536, -3.984, 2.676], [-4.606, -3.345, 3.905], [-3.592, -2.481, 4.303], [-2.508, -2.261, 3.468], [4.065, -4.698, 3.744], [3.831, -4.903, 1.294], [1.802, -4.081, 0.167], [0.207, -2.878, 3.980], [2.255, -3.688, 5.082], [-1.076, -5.650, 0.682], [-1.330, -7.244, -1.168], [-1.393, -6.446, -3.502], [-1.183, -4.040, -4.002], [-0.917, -2.416, -2.169], [-3.405, -4.281, 0.882], [-5.327, -4.656, 2.369], [-5.451, -3.520, 4.556], [-3.650, -1.988, 5.264], [-1.724, -1.580, 3.792]], "lumo_energy_ev": [-9.216, -10.046], "multiplicity": 3, "s_squared": 2.0214, "total_charge": 3, "e_above_lowest_ev": 0.183, "e_homo_ev": [-16.14, -16.26]}

{"formula": "C20H11Cl2N2O8Ti", "method": "wB97M-V/def2-TZVPD", "symbols": ["Ti", "O", "C", "O", "C", "C", "C", "C", "C", "N", "H", "H", "H", "H", "Cl", "C", "C", "C", "Cl", "C", "O", "C", "C", "O", "C", "H", "H", "H", "O", "C", "O", "C", "C", "C", "C", "C", "C", "N", "O", "O", "H", "H", "H", "H"], "positions_angstrom": [[0.546, -0.495, -1.531], [3.924, 1.218, -2.724], [2.756, 1.008, -2.506], [2.130, -0.131, -2.644], [1.852, 2.135, -2.035], [2.264, 3.454, -2.022], [1.366, 4.418, -1.596], [0.094, 4.029, -1.193], [-0.232, 2.687, -1.220], [0.631, 1.761, -1.638], [3.269, 3.690, -2.341], [1.650, 5.462, -1.577], [-0.633, 4.755, -0.858], [-1.204, 2.330, -0.903], [-5.223, -4.794, -2.451], [-3.994, -3.576, -2.422], [-4.349, -2.245, -2.670], [-3.398, -1.257, -2.662], [-3.836, 0.376, -2.979], [-2.032, -1.536, -2.395], [-1.147, -0.588, -2.434], [-1.714, -2.895, -2.121], [-0.376, -3.260, -1.781], [0.547, -2.459, -1.552], [-2.696, -3.902, -2.156], [-5.380, -1.990, -2.874], [-0.147, -4.328, -1.707], [-2.419, -4.930, -1.959], [-0.466, -0.433, 0.376], [0.644, -0.243, 0.958], [1.696, -0.171, 0.263], [0.701, -0.103, 2.437], [-0.466, -0.231, 3.183], [-0.430, -0.106, 4.564], [0.771, 0.150, 5.204], [1.920, 0.278, 4.439], [1.911, 0.156, 3.064], [3.192, 0.558, 5.121], [3.178, 0.605, 6.335], [4.173, 0.734, 4.432], [-1.394, -0.431, 2.665], [-1.337, -0.208, 5.143], [0.835, 0.252, 6.277], [2.820, 0.258, 2.490]], "lumo_energy_ev": [-1.140, -1.286], "multiplicity": 2, "s_squared": 0.7544, "e_above_lowest_ev": 0.101, "e_homo_ev": [-8.30, -9.12]}

{"formula": "C25H42N3O4SSi2V", "method": "wB97M-V/def2-TZVPD", "symbols": ["V", "C", "C", "O", "C", "C", "O", "C", "C", "O", "C", "C", "O", "H", "H", "H", "H", "H", "H", "H", "H", "H", "H", "H", "H", "H", "H", "H", "H", "C", "Si", "C", "C", "N", "C", "C", "C", "C", "C", "C", "N", "Si", "C", "C", "C", "H", "H", "H", "H", "H", "H", "H", "H", "H", "H", "H", "H", "H", "H", "H", "H", "H", "H", "H", "H", "H", "H", "S", "C", "C", "C", "C", "C", "N", "H", "H", "H", "H"], "positions_angstrom": [[-0.410, -0.873, -0.065], [2.233, -1.340, -1.897], [1.412, -1.073, -3.124], [0.034, -1.225, -2.799], [-0.811, -0.864, -3.903], [-1.947, 0.032, -3.472], [-1.512, 1.135, -2.721], [-0.771, 2.095, -3.475], [-0.576, 3.341, -2.644], [0.013, 3.009, -1.442], [1.857, 1.589, 0.393], [2.247, 0.810, -0.834], [1.792, -0.555, -0.805], [3.289, -1.141, -2.109], [2.147, -2.380, -1.582], [1.698, -1.777, -3.916], [1.573, -0.058, -3.495], [-1.220, -1.775, -4.353], [-0.199, -0.369, -4.660], [-2.660, -0.509, -2.852], [-2.479, 0.353, -4.380], [-1.313, 2.311, -4.408], [0.211, 1.684, -3.742], [-1.535, 3.866, -2.547], [0.065, 4.008, -3.253], [-0.155, 1.052, 0.338], [2.362, 2.552, 0.325], [3.339, 0.792, -0.915], [1.823, 1.332, -1.696], [2.998, -2.831, 2.232], [1.159, -2.709, 1.991], [0.724, -3.946, 0.645], [0.302, -3.442, 3.479], [0.724, -1.111, 1.539], [1.291, -0.075, 2.394], [1.423, -0.282, 3.743], [1.912, 0.656, 4.675], [2.260, 1.884, 4.151], [2.155, 2.160, 2.797], [1.640, 1.222, 1.852], [0.405, 1.831, 0.672], [-0.647, 3.433, 0.271], [0.305, 5.064, 0.260], [-2.457, 3.403, -0.335], [-1.131, 3.497, 2.116], [3.336, -3.868, 2.129], [3.307, -2.465, 3.215], [3.506, -2.213, 1.484], [1.290, -4.861, 0.867], [0.971, -3.652, -0.380], [-0.337, -4.205, 0.650], [0.215, -4.527, 3.353], [-0.707, -3.028, 3.575], [0.835, -3.251, 4.412], [1.087, -1.236, 4.127], [1.986, 0.424, 5.727], [2.643, 2.668, 4.801], [2.434, 3.143, 2.426], [1.122, 5.085, -0.465], [0.682, 5.316, 1.255], [-0.406, 5.854, -0.024], [-2.675, 2.695, -1.133], [-2.732, 4.404, -0.700], [-3.105, 3.175, 0.514], [-0.267, 3.595, 2.783], [-1.690, 2.606, 2.433], [-1.796, 4.365, 2.248], [-2.481, -0.530, 1.203], [-2.782, -1.992, 0.275], [-3.906, -2.818, 0.307], [-3.998, -3.906, -0.536], [-2.954, -4.191, -1.410], [-1.844, -3.375, -1.389], [-1.747, -2.310, -0.569], [-4.705, -2.561, 0.991], [-4.883, -4.530, -0.521], [-2.986, -5.035, -2.085], [-0.981, -3.556, -2.011]], "lumo_energy_ev": [2.270, 2.270], "multiplicity": 2, "s_squared": 1.1967, "total_charge": -1, "e_homo_ev": [-2.76, -2.67]}

{"formula": "C30H36AuN4O2", "method": "wB97M-V/def2-TZVPD", "symbols": ["Au", "O", "C", "C", "C", "C", "N", "C", "C", "C", "C", "C", "C", "O", "C", "C", "N", "H", "H", "H", "H", "H", "H", "H", "H", "H", "H", "H", "H", "C", "C", "C", "C", "C", "C", "C", "N", "C", "C", "C", "C", "C", "C", "C", "N", "C", "C", "C", "C", "H", "H", "H", "H", "H", "H", "H", "H", "H", "H", "H", "H", "H", "H", "H", "H", "H", "H", "H", "H", "H", "H", "H", "H"], "positions_angstrom": [[0.829, 0.062, -1.003], [6.282, 3.675, -2.842], [5.028, 4.288, -2.959], [3.989, 3.307, -2.510], [2.653, 3.683, -2.367], [1.731, 2.760, -1.937], [2.093, 1.494, -1.654], [3.368, 1.087, -1.853], [4.335, 1.980, -2.257], [3.575, -0.362, -1.709], [4.797, -0.977, -1.854], [4.902, -2.360, -1.725], [6.229, -3.038, -1.875], [7.152, -2.088, -2.328], [3.745, -3.082, -1.442], [2.548, -2.423, -1.307], [2.456, -1.088, -1.442], [6.973, 4.259, -3.175], [4.794, 4.570, -3.994], [4.940, 5.193, -2.346], [2.328, 4.692, -2.586], [0.688, 3.012, -1.802], [5.357, 1.669, -2.414], [5.687, -0.405, -2.075], [6.114, -3.883, -2.565], [6.504, -3.451, -0.894], [8.010, -2.499, -2.481], [3.770, -4.158, -1.332], [1.644, -2.960, -1.078], [-3.096, 4.332, 2.950], [-2.614, 2.959, 3.453], [-3.823, 2.118, 3.861], [-1.689, 3.147, 4.671], [-1.810, 2.302, 2.353], [-0.698, 2.943, 1.798], [0.022, 2.356, 0.791], [-0.307, 1.145, 0.299], [-1.356, 0.478, 0.836], [-2.107, 1.033, 1.847], [-1.580, -0.855, 0.279], [-2.710, -1.609, 0.508], [-2.915, -2.824, -0.151], [-1.925, -3.212, -1.059], [-0.813, -2.434, -1.252], [-0.619, -1.287, -0.569], [-4.152, -3.672, 0.052], [-5.075, -3.097, 1.125], [-3.712, -5.088, 0.464], [-4.905, -3.731, -1.292], [-3.701, 4.797, 3.726], [-3.712, 4.238, 2.054], [-2.268, 5.009, 2.736], [-4.374, 2.644, 4.639], [-3.532, 1.151, 4.278], [-4.514, 1.961, 3.029], [-2.242, 3.663, 5.455], [-0.813, 3.752, 4.435], [-1.354, 2.188, 5.070], [-0.384, 3.914, 2.155], [0.882, 2.845, 0.361], [-2.929, 0.469, 2.261], [-3.464, -1.234, 1.184], [-2.021, -4.124, -1.630], [-0.046, -2.716, -1.957], [-4.587, -3.040, 2.101], [-5.938, -3.751, 1.237], [-5.459, -2.110, 0.856], [-3.140, -5.076, 1.393], [-3.119, -5.581, -0.307], [-4.600, -5.697, 0.627], [-5.215, -2.738, -1.621], [-5.801, -4.338, -1.165], [-4.306, -4.189, -2.080]], "lumo_energy_ev": -10.611, "total_charge": 3, "e_homo_ev": -17.77}

{"formula": "C29H34O6PSn", "method": "wB97M-V/def2-TZVPD", "symbols": ["Sn", "C", "C", "O", "C", "C", "O", "C", "C", "O", "C", "C", "O", "C", "C", "O", "H", "H", "H", "H", "H", "H", "H", "H", "H", "H", "H", "H", "H", "H", "H", "H", "H", "H", "H", "H", "O", "C", "C", "C", "C", "C", "C", "C", "P", "C", "C", "C", "C", "C", "C", "C", "C", "C", "C", "C", "C", "H", "H", "H", "H", "H", "H", "H", "H", "H", "H", "H", "H", "H", "H"], "positions_angstrom": [[11.266, 9.873, 11.622], [14.752, 9.762, 12.095], [14.404, 8.445, 12.757], [13.189, 8.688, 13.460], [12.874, 7.640, 14.388], [11.360, 7.731, 14.798], [10.559, 7.588, 13.680], [10.119, 6.331, 13.240], [9.511, 6.474, 11.865], [10.546, 7.101, 11.061], [10.359, 7.083, 9.607], [11.777, 7.279, 9.068], [12.222, 8.572, 9.477], [13.601, 8.841, 9.106], [14.037, 10.142, 9.748], [13.711, 10.215, 11.157], [15.743, 9.710, 11.591], [14.801, 10.620, 12.793], [15.191, 8.148, 13.523], [14.326, 7.681, 11.953], [13.431, 7.815, 15.315], [13.149, 6.599, 14.034], [11.183, 8.764, 15.080], [11.160, 6.985, 15.615], [9.402, 5.887, 13.984], [10.939, 5.608, 13.164], [8.616, 7.105, 11.931], [9.266, 5.484, 11.463], [9.623, 7.786, 9.243], [9.955, 6.113, 9.377], [11.860, 7.128, 7.996], [12.485, 6.525, 9.501], [13.642, 8.905, 8.033], [14.204, 8.002, 9.426], [13.623, 11.045, 9.229], [15.123, 10.210, 9.641], [11.800, 11.540, 13.894], [11.043, 11.676, 12.955], [10.295, 12.899, 12.706], [10.361, 14.003, 13.566], [9.819, 15.186, 13.156], [9.176, 15.328, 11.902], [9.190, 14.286, 10.998], [9.681, 13.032, 11.397], [10.078, 11.803, 10.189], [11.094, 12.588, 8.863], [12.376, 12.958, 9.143], [13.167, 13.619, 8.131], [12.701, 13.678, 6.832], [11.328, 13.224, 6.578], [10.552, 12.701, 7.550], [8.654, 10.996, 9.426], [7.491, 11.007, 10.265], [6.352, 10.344, 9.895], [6.251, 9.669, 8.697], [7.414, 9.521, 7.995], [8.620, 10.213, 8.274], [10.778, 13.892, 14.584], [9.869, 16.063, 13.821], [8.674, 16.241, 11.668], [8.806, 14.386, 9.966], [12.680, 12.987, 10.199], [14.123, 14.017, 8.465], [13.305, 14.101, 6.038], [10.966, 13.539, 5.602], [9.498, 12.472, 7.313], [7.448, 11.629, 11.174], [5.487, 10.456, 10.572], [5.324, 9.144, 8.453], [7.367, 8.991, 7.066], [9.373, 10.205, 7.499]], "lumo_energy_ev": -2.711, "total_charge": 1, "e_above_lowest_ev": 0.452, "e_homo_ev": -9.47}

{"formula": "C23H58ClN3O15S2", "method": "wB97M-V/def2-TZVPD", "symbols": ["N", "C", "O", "C", "C", "C", "C", "C", "C", "S", "O", "O", "Cl", "C", "C", "C", "N", "S", "N", "C", "H", "H", "H", "H", "H", "H", "H", "H", "H", "H", "C", "O", "H", "H", "H", "H", "C", "O", "H", "H", "H", "H", "C", "O", "H", "H", "H", "H", "C", "O", "H", "H", "H", "H", "C", "O", "H", "H", "H", "H", "C", "O", "H", "H", "H", "H", "C", "O", "H", "H", "H", "H", "C", "O", "H", "H", "H", "H", "C", "O", "H", "H", "H", "H", "C", "O", "H", "H", "H", "H", "C", "O", "H", "H", "H", "H", "C", "O", "H", "H", "H", "H"], "positions_angstrom": [[1.413, -6.098, 2.659], [1.590, -4.922, 2.921], [1.410, -3.529, 3.232], [0.475, -3.003, 2.268], [0.958, -2.116, 1.098], [2.458, -1.640, 0.823], [3.595, -2.703, 1.221], [5.029, -2.274, 0.610], [6.081, -1.771, 1.755], [5.678, -0.097, 2.443], [6.959, 0.585, 2.922], [4.816, -0.256, 3.686], [4.782, 1.197, 1.070], [-0.158, -1.596, 0.086], [-1.681, -1.941, 0.230], [-2.181, -2.857, 1.432], [-3.536, -3.316, 1.714], [-3.295, -4.282, 3.099], [-1.623, -4.190, 3.457], [-1.052, -3.361, 2.416], [2.595, -0.596, 1.282], [2.542, -1.486, -0.325], [3.715, -2.664, 2.376], [3.330, -3.794, 0.975], [4.940, -1.441, -0.193], [5.521, -3.194, 0.102], [7.163, -1.741, 1.379], [5.999, -2.520, 2.618], [0.088, -0.907, -0.809], [-2.430, -1.530, -0.547], [5.139, 5.087, -0.184], [5.440, 3.742, -0.519], [5.027, 5.664, -1.103], [4.205, 5.123, 0.382], [5.953, 5.508, 0.411], [5.533, 3.256, 0.311], [-3.868, 1.518, -0.491], [-3.104, 0.713, 0.398], [-3.210, 2.254, -0.954], [-4.310, 0.889, -1.267], [-4.653, 2.034, 0.064], [-3.709, 0.072, 0.793], [-1.419, 2.900, -3.493], [-1.180, 1.731, -2.724], [-2.313, 2.748, -4.097], [-1.574, 3.753, -2.827], [-0.566, 3.090, -4.150], [-0.385, 1.893, -2.200], [9.574, 2.163, 3.804], [10.925, 1.859, 3.488], [9.536, 3.143, 4.281], [8.979, 2.183, 2.888], [9.180, 1.411, 4.491], [10.931, 0.989, 3.068], [-7.607, 2.805, -1.873], [-6.846, 2.000, -0.984], [-6.948, 3.540, -2.336], [-8.048, 2.176, -2.649], [-8.393, 3.322, -1.317], [-7.453, 1.360, -0.590], [-7.286, 4.913, -5.161], [-7.930, 3.677, -4.897], [-7.603, 5.642, -4.415], [-6.202, 4.785, -5.103], [-7.566, 5.269, -6.156], [-7.631, 3.050, -5.571], [3.234, 5.247, -3.745], [3.487, 4.086, -2.970], [2.336, 5.083, -4.342], [3.077, 6.104, -3.085], [4.080, 5.438, -4.410], [4.287, 4.258, -2.451], [-6.080, -0.011, -3.959], [-6.449, 0.132, -5.324], [-5.821, 0.970, -3.558], [-6.919, -0.423, -3.394], [-5.214, -0.673, -3.881], [-6.672, -0.749, -5.652], [-9.817, -0.094, -7.119], [-8.777, 0.844, -7.348], [-10.670, 0.167, -7.746], [-9.472, -1.098, -7.380], [-10.117, -0.063, -6.069], [-8.035, 0.590, -6.783], [1.440, -9.891, 3.974], [0.538, -8.812, 4.160], [0.882, -10.827, 4.016], [1.924, -9.803, 2.998], [2.193, -9.883, 4.766], [1.057, -7.997, 4.118], [7.132, 4.527, 3.315], [5.713, 4.501, 3.327], [7.468, 5.552, 3.476], [7.517, 3.891, 4.115], [7.498, 4.173, 2.348], [5.443, 3.583, 3.183], [-1.693, -6.374, 6.958], [-2.712, -5.700, 6.236], [-2.139, -6.862, 7.825], [-1.226, -7.129, 6.319], [-0.942, -5.655, 7.295], [-2.290, -5.278, 5.476]], "lumo_energy_ev": -1.656, "e_homo_ev": -9.08}

Number 1: maximum force 0.61 eV/Å. Number 2: maximum force 1.68 eV/Å. Number 3: maximum force 2.61 eV/Å. Number 4: maximum force 1.02 eV/Å. Number 5: maximum force 3.57 eV/Å. Number 6: maximum force 8.14 eV/Å.